The following is a DFT calculation (wB97M-V/def2-TZVPD) of a cluster of 2 separate species, C3H9NO in total.

XYZ file:
```
14
Properties=species:S:1:pos:R:3:forces:R:3
C 0.191543 2.057386 2.046230 -0.200 -0.536 -0.133
C -0.688718 2.973512 1.681617 0.268 0.019 0.188
H 0.923958 2.168788 2.838419 0.000 0.227 -0.184
H 0.145476 1.088497 1.554639 0.134 -0.012 0.199
H -0.674005 3.964613 2.111468 -0.196 0.076 0.023
H -1.436553 2.728121 0.940349 -0.006 0.214 -0.099
N 1.158184 -1.851793 -1.311323 0.125 0.136 0.848
C -0.287174 -1.980949 -1.235796 -0.363 0.589 0.373
O -0.867445 -1.807046 -2.508933 0.208 -0.039 -0.098
H 1.574258 -2.367236 -0.539037 -0.007 -0.350 -0.311
H 1.423950 -0.899684 -1.072458 -0.094 0.105 -0.450
H -0.747396 -1.231494 -0.577812 0.064 0.124 -0.153
H -0.573052 -2.929318 -0.787123 0.201 -0.461 -0.262
H -0.143024 -1.913397 -3.140240 -0.132 -0.093 0.060
```
Positions in Å, forces in eV/Å.

The electronic energy is -249.64513 a.u. For the gap between HOMO and LUMO, the calculation gives 10.84 eV. The HOMO energy comes out at -10.05 eV. As for the net charge: 0. As for the SMILES: C=C.NCO.

Atom-resolved charges from Löwdin, all expressed in e:
1. C -0.0863
2. C -0.0808
3. H 0.0459
4. H 0.0333
5. H 0.0435
6. H 0.0451
7. N 0.0137
8. C -0.3703
9. O -0.0696
10. H 0.0687
11. H 0.0678
12. H 0.1042
13. H 0.1059
14. H 0.0789

---

The following is a DFT calculation (wB97M-V/def2-TZVPD) of the molecule C3H9NO in a non-equilibrium geometry.

XYZ file:
```
14
Properties=species:S:1:pos:R:3:forces:R:3
C -0.893082 0.628031 0.612415 -0.608 0.499 -0.327
C -0.196942 -0.696106 0.656541 -3.439 -2.455 1.916
C 0.950579 -0.941892 -0.225018 -0.249 -1.782 0.112
H -2.195376 0.119217 -0.943550 0.151 0.242 0.318
H -1.116483 1.197998 -1.487459 0.393 -0.061 0.756
H -0.102574 1.327983 0.796489 0.136 1.047 -0.350
H -1.567724 0.739344 1.503660 0.287 -0.234 -1.004
H -1.057040 -1.498942 0.496916 1.838 1.113 0.057
H 0.143479 -0.944101 1.688326 -0.375 0.594 -0.260
H 1.461266 -1.797211 0.312355 0.038 0.522 -1.426
H 0.619098 -1.138036 -1.223319 -0.160 -0.950 -0.591
H 2.319428 0.235107 0.326549 0.979 0.383 1.051
N -1.638713 0.925473 -0.654798 -0.032 -0.368 0.562
O 1.725448 0.167517 -0.393750 1.042 1.448 -0.812
```
Positions in Å, forces in eV/Å.

The electronic energy is -249.65619 a.u. For the gap between HOMO and LUMO, the calculation gives 9.96 eV. The HOMO energy comes out at -9.11 eV. As for the net charge: 0. As for the SMILES: NCCCO.

Atom-resolved charges from Löwdin, all expressed in e:
1. C -0.2893
2. C -0.2521
3. C -0.3410
4. H 0.0571
5. H 0.0626
6. H 0.0898
7. H 0.1178
8. H 0.1495
9. H 0.1123
10. H 0.1374
11. H 0.1104
12. H 0.0781
13. N -0.0023
14. O -0.0303

---

Going through the records in order, we get relative energy (zero: lowest compared OMol25 entry of this formula, charge and spin) values of 1.866 1.565 eV.
Going through the records in order, we get lowest unoccupied orbital energy values of 0.79 0.85 eV.